# 1
Density functional theory data (the ωB97M-V functional and the def2-TZVPD basis) for a cluster of 30 separate species, H60O30 in total at a distorted geometry.

The geometry in ORCA input format:
```
! RIJCOSX wB97M-V def2-TZVPD def2/J DEFGRID3
* xyz 0 1
O 0.5160 -4.7994 0.3550
O -1.1745 -2.6663 3.2343
O 4.4130 -0.6377 0.5264
O 2.7454 -2.0401 -4.8295
O 3.2311 0.7126 3.7351
O -0.6008 -2.9757 -1.7363
O 2.3946 -0.0090 -2.9855
O -1.0076 1.2351 -3.3458
O -1.5351 -1.6671 -3.8879
O 2.5452 1.3402 1.1955
O 3.8179 -3.5912 0.2753
O -4.4609 -2.1449 -1.5463
O 0.8431 -5.3270 -2.2813
O 0.9808 -0.7193 -0.7230
O -5.0529 2.3147 -2.8984
O -3.9340 1.3848 0.9882
O 0.9422 -2.3329 1.5517
O -2.6220 -3.2058 0.1955
O 0.8502 3.4328 3.5885
O 1.5358 2.7420 -3.7585
O 0.7703 4.3539 -1.6404
O -0.8061 1.1050 3.3807
O -1.6366 4.2499 -0.1656
O 3.1683 3.3954 -0.2676
O -3.2320 3.9542 2.1792
O -0.4561 1.2991 0.6368
O -3.3387 0.2624 -1.8758
O 1.2265 0.5626 5.6140
O -3.3259 -0.9253 2.6854
O 3.2355 -2.0540 4.0891
H 1.7264 3.6795 3.2438
H 2.6565 -0.7280 -3.6475
H 3.8619 1.3918 4.1088
H -2.8136 -2.3331 0.4736
H -5.3121 -1.9714 -1.9855
H 2.0279 0.6706 5.0337
H -1.0419 0.2704 -3.4080
H -2.1822 4.0805 0.6001
H -2.3269 4.4643 -0.8438
H 0.4884 5.2770 -1.8294
H 1.6017 1.1102 1.1573
H -1.5626 1.3671 3.8727
H -0.4094 1.3205 1.6093
H -4.9364 1.3593 1.1477
H -4.1221 -1.4146 2.5792
H -3.5833 3.0600 2.0981
H 3.0190 1.1542 2.9028
H 0.7333 -5.0463 -1.3508
H -1.6664 -1.8460 3.0213
H 1.8010 -2.2062 2.0396
H 0.8479 -5.5874 0.7968
H 0.5562 2.5617 3.3501
H 5.3186 -0.3861 0.5214
H 0.6079 0.1470 -0.4049
H -3.4831 -0.6569 -2.1062
H -0.5135 -2.7550 2.5201
H 0.0293 -5.0183 -2.6531
H -4.4472 2.8984 -3.3376
H -0.0460 -2.2984 -1.3480
H 3.3074 -1.0721 3.9613
H -3.4490 -0.1052 2.2169
H 3.2147 -3.2207 -0.3310
H -2.4634 0.4060 -2.0330
H 2.4538 3.8120 -0.7766
H -0.9241 -2.6262 -2.5871
H 2.8571 -2.9148 -4.4248
H -0.2407 0.6068 3.9762
H -3.7309 1.2140 0.0574
H 3.8327 -2.5183 3.4762
H 0.0140 3.8571 -1.4493
H 3.9055 0.0135 0.9501
H -1.9709 -3.0263 -0.4577
H 1.5042 3.1587 -4.6377
H 3.5530 -1.9609 -5.4141
H 3.6730 4.1443 0.1435
H 0.7759 -4.0255 0.8412
H 4.2266 -2.8416 0.7531
H 1.4315 -0.5440 -1.5431
H 2.6391 2.2085 0.8513
H -2.3564 -1.5903 -4.4002
H 1.2584 -0.3693 5.8111
H -4.4808 1.5890 -2.6154
H 1.3977 3.4582 -3.1196
H -0.7976 -1.6284 -4.5299
H 1.0648 -1.7250 0.7864
H -0.1180 1.5594 -3.3430
H 1.9324 0.7336 -3.4003
H -4.0126 4.5665 2.0244
H -4.4632 -3.0976 -1.5223
H -0.8958 2.1250 0.2857
*
```

Energy relative to the best compared isomer or geometry (same formula, charge and spin) (eV): 2.958
Lowest unoccupied orbital energy (eV): -0.49
Gap between HOMO and LUMO (eV): 8.43
Electronic energy (hartree): -2293.24265
Highest occupied orbital energy (eV): -8.925



# 2
Density functional theory data (the ωB97M-V functional and the def2-TZVPD basis) for a cluster of 31 separate species, H62O31 in total at a distorted geometry.

The geometry in ORCA input format:
```
! RIJCOSX wB97M-V def2-TZVPD def2/J DEFGRID3
* xyz 0 1
O -0.5199 3.7687 -0.8628
O 0.0012 3.9138 -4.4683
O 3.3909 -4.5351 0.7716
O -3.7418 -1.0586 -2.5806
O -1.6165 -0.2773 -3.8942
O 1.7184 -1.9672 1.8717
O 3.7710 0.3527 1.8768
O 4.7772 1.5466 -0.3477
O 2.4735 -1.7304 -3.3427
O -0.0883 -0.1599 -0.1243
O -3.1680 -3.1901 0.1938
O -2.6852 -0.0729 -0.2029
O -1.3275 -1.0133 2.7469
O 1.4737 1.9936 -1.0653
O 2.4625 2.6190 2.7878
O 2.9316 5.1404 -1.4585
O 1.0188 0.4635 3.8595
O 1.1763 0.7356 -3.6103
O 3.4352 1.5269 -5.1006
O 0.2596 -4.3210 1.2079
O -0.9815 -4.5202 -1.1485
O -1.5409 -2.2682 4.7756
O 0.8757 -2.3387 -1.2039
O 0.0834 3.7190 2.1245
O -1.9257 2.7268 -2.8575
O -5.1789 -1.4156 2.3211
O -2.3049 2.4462 3.6407
O 2.6506 3.7719 -3.5667
O -1.9841 -4.0205 2.5486
O -4.8898 1.0684 1.1849
O 2.4663 -1.9734 4.6697
H 0.1906 -2.9984 -1.3117
H -1.5328 -0.8264 1.8308
H 3.9487 -3.9048 1.2275
H -2.3376 1.5532 3.2977
H -2.8625 2.9040 -2.9424
H 2.8479 4.5756 -2.2267
H 1.6885 3.0419 2.4159
H -0.4166 -0.7377 2.8497
H -0.8406 -2.0146 5.3769
H 0.3478 3.3712 -0.9350
H -0.7176 3.3403 2.4866
H 1.6602 -1.3974 1.1048
H 4.5611 1.1381 0.4906
H -0.5564 -4.4289 1.6965
H 2.7358 3.2001 3.4977
H -0.5022 3.3161 -3.9155
H 2.0613 -1.5429 3.9167
H -1.3414 -1.8013 3.9642
H -3.6685 -2.3849 0.3253
H 2.1145 -1.8561 -2.4644
H -2.3517 -4.6833 3.1333
H -5.1275 -0.6516 1.7468
H 0.8669 0.6168 4.7920
H 0.2775 0.5458 -3.8792
H -0.4665 4.7469 -4.4090
H -3.4487 0.0581 0.3594
H -2.1602 2.3371 4.5806
H 3.9746 0.7391 -5.0329
H 2.5816 1.2636 -4.7566
H 0.4427 -1.6149 -0.7511
H 2.8758 -2.5713 -3.5602
H 1.6024 1.1734 3.5915
H -2.8056 -3.3911 1.0567
H 3.1534 1.0235 2.1680
H -4.4653 -1.0737 -3.2072
H 1.2159 -2.7456 1.6311
H -5.6482 0.9500 0.6130
H 1.5762 -0.1250 -3.4852
H 3.0342 3.1008 -4.1312
H 1.7346 3.8207 -3.8403
H -2.4159 -0.4611 -3.4009
H -4.7721 -1.1290 3.1388
H 2.7810 -3.9958 0.2682
H -0.0642 3.7337 1.1789
H -4.8055 2.0172 1.2784
H -1.7739 1.9650 -3.4168
H -1.8339 -3.2609 3.1112
H -1.0001 0.1162 -0.2169
H -1.3753 -1.1184 -4.2823
H 1.6459 1.7622 -1.9780
H 3.4048 -0.4689 2.2040
H 2.2918 2.3843 -0.7583
H 0.4191 0.5545 -0.5096
H -0.8579 -5.3056 -1.6815
H -1.8787 -4.5903 -0.8223
H 5.0244 0.8157 -0.9141
H 3.3940 -2.0330 4.4417
H -3.6672 -1.9637 -2.2783
H 0.0965 -4.7536 0.3698
H -0.9554 3.5455 -1.6855
H 2.0882 5.0651 -1.0122
H -3.0004 0.1237 -1.0851
*
```

Energy relative to the best compared isomer or geometry (same formula, charge and spin) (eV): 2.509
Lowest unoccupied orbital energy (eV): -1.10
Gap between HOMO and LUMO (eV): 8.51
Electronic energy (hartree): -2369.70698
Highest occupied orbital energy (eV): -9.611



# 3
Density functional theory data (the ωB97M-V functional and the def2-TZVPD basis) for a cluster of 31 separate species, H62O31 in total at a distorted geometry.

The geometry in ORCA input format:
```
! RIJCOSX wB97M-V def2-TZVPD def2/J DEFGRID3
* xyz 0 1
O -2.8592 0.0496 4.8776
O 2.6576 3.0650 3.6266
O -0.9072 0.9128 -3.7212
O 0.7245 0.1624 -1.7144
O 1.4799 5.3472 -0.4969
O 0.6170 -2.8477 -0.5102
O 4.0503 -0.8126 -1.7623
O 4.2183 -1.2306 1.0166
O -2.6582 -2.1829 -0.7189
O 1.4389 0.7692 0.8338
O -1.4362 3.7745 -3.9266
O -1.8287 1.1057 2.4515
O 0.3434 3.2142 -1.3997
O -2.4695 3.3759 -0.5707
O -3.9399 1.0817 -2.1993
O -4.2066 -3.6411 3.0370
O 1.4663 -2.0220 -3.2694
O 2.4578 -5.2179 -1.4277
O -0.3201 -4.6050 -3.1887
O 3.1328 2.1572 -1.7836
O -1.5157 -3.6390 1.9585
O 4.4812 3.1014 0.8657
O -1.6761 0.6185 -0.4342
O -2.2865 -2.8675 -3.1783
O -1.2002 -1.3320 2.9047
O -4.7421 -1.3599 1.4986
O 1.3158 -1.5942 2.0873
O -1.2110 6.0175 0.5098
O 0.5697 3.7206 1.8880
O -0.1547 -6.5352 -0.7152
O 4.4551 0.6961 2.8669
H 4.2667 0.0001 2.2010
H -1.2717 -4.3170 -3.3779
H -0.4500 -5.3089 -2.4623
H 0.8249 -6.2894 -0.8040
H 0.3001 0.5392 -2.5037
H -2.2407 -2.6185 0.0334
H -0.7466 0.6158 -0.6394
H -1.5765 6.9027 0.4610
H 4.2401 2.4345 1.5310
H -1.7429 0.7779 0.5399
H 4.7081 0.2795 3.6792
H 0.5866 -3.4807 -1.2417
H -1.8670 0.6721 -3.6993
H -4.2004 -1.4690 0.6898
H 0.6209 3.6425 -0.5654
H -0.4919 6.0346 -0.1514
H 3.4106 3.3815 4.1160
H -1.7769 -2.7256 2.2044
H -4.0410 2.0426 -2.2726
H 4.2268 -0.9206 0.0698
H -2.6814 2.8392 0.1862
H -4.9172 -4.2833 3.0575
H 3.3366 -1.6068 1.1426
H -2.6732 0.6312 4.1065
H -4.0697 -0.9338 2.0268
H 3.4930 2.3499 -0.8759
H 1.6788 -1.6680 -4.1389
H -0.1709 -7.4555 -0.7831
H -3.7622 -0.1529 4.8054
H 1.0168 0.7827 -0.0544
H -2.5941 -2.6730 -2.2385
H 1.4745 -2.2723 1.4418
H 2.9304 -4.6443 -0.8131
H 1.7881 5.0264 -1.3456
H -2.9834 -2.5421 -3.7738
H 2.2504 5.1679 0.0900
H -3.1338 0.9693 -1.6527
H 0.3171 4.5569 1.5330
H 2.7990 2.1098 3.4615
H 0.7603 -2.6653 -3.4011
H -2.1073 -1.4306 -0.8708
H 3.9950 0.0622 -2.1164
H 0.9661 -0.7299 -1.9220
H 1.1420 1.6410 1.1451
H -2.3425 -4.1185 2.1880
H 1.3414 3.8125 2.5099
H -0.5386 2.8346 -1.1296
H 0.0503 -3.2871 0.1647
H 3.2597 -1.2932 -1.9536
H -0.9693 3.8665 -3.0579
H -0.2265 -1.5040 2.7633
H -4.5962 -2.9041 2.5878
H -2.3548 3.8252 -3.6778
H 1.5371 -0.7392 1.6916
H 2.4081 1.5598 -1.5911
H 2.7718 -4.8339 -2.2734
H -0.9685 1.7589 -4.2140
H -2.4147 4.3031 -0.2336
H 5.3949 3.3555 1.0636
H -1.1645 1.8256 2.4161
H -1.4807 -1.3097 3.8548
H -1.3378 0.2942 2.6679
*
```

Energy relative to the best compared isomer or geometry (same formula, charge and spin) (eV): 0.963
Lowest unoccupied orbital energy (eV): 0.00
Gap between HOMO and LUMO (eV): 10.77
Electronic energy (hartree): -2369.76382
Highest occupied orbital energy (eV): -10.764



# 4
Density functional theory data (the ωB97M-V functional and the def2-TZVPD basis) for a cluster of 33 separate species, H66O33 in total at a distorted geometry.

The geometry in ORCA input format:
```
! RIJCOSX wB97M-V def2-TZVPD def2/J DEFGRID3
* xyz 0 1
O 1.2120 5.0206 -1.9489
O -1.0986 -3.2920 0.0511
O -1.8408 -0.9704 -5.9297
O 1.3254 -2.7641 4.4554
O -0.6219 -5.5933 1.8109
O 1.9480 1.7284 0.2763
O -1.2161 -1.3096 5.2153
O -3.6933 1.6516 -5.2982
O 0.1972 2.5283 -3.8799
O 1.6517 4.2489 0.7086
O 0.1734 1.5653 2.5631
O 2.9456 -2.0822 -3.9622
O -2.8070 -1.3867 -2.9972
O -0.0683 -0.5527 -0.2931
O -5.5166 0.6984 -2.4133
O 3.8875 0.7816 -3.7389
O -3.9169 -2.2583 -0.7434
O -2.6921 3.4992 -1.3508
O -3.4292 1.4407 3.5551
O 0.2017 -5.0858 -1.7049
O -1.8863 -2.7693 2.3804
O -1.5791 1.0081 -2.3426
O 2.0736 -2.9130 1.8602
O 5.8271 1.0737 0.3391
O 3.0202 -1.9194 -0.8752
O 4.3358 -0.5944 1.7678
O 3.5214 2.5767 3.3993
O 4.0543 2.2326 -1.6904
O -4.5894 1.9791 -0.2233
O -1.7559 -0.0844 2.0634
O -4.3709 -0.3889 1.2897
O 3.1136 -0.4002 4.2620
O 0.4081 2.2228 5.5360
H 1.1536 2.8078 5.4010
H 4.0929 -0.6217 2.6933
H -3.7896 -1.7103 -1.5179
H -2.1429 1.7081 -2.0135
H -0.5801 -2.5382 -0.2302
H -3.0418 -2.5851 -0.5343
H 1.4574 4.8014 -1.0500
H 4.4506 3.0236 -2.0556
H 1.4328 -3.5416 5.0035
H -2.2931 -1.9911 -3.5327
H 2.6892 -1.9609 -1.7724
H -2.7696 -3.0567 2.1493
H 2.3887 4.8572 0.7647
H -1.4454 -0.9866 2.1386
H -5.1201 -0.6800 1.8096
H -1.7965 3.6806 -1.0656
H -0.9936 -1.4060 -5.8361
H -1.4544 -3.0347 0.9016
H -4.4524 1.4800 0.5819
H 5.2397 0.5366 0.8707
H 0.2015 1.8916 4.6620
H 4.3714 2.4747 2.9711
H -4.1622 1.3809 2.9424
H 0.4695 0.1733 0.0228
H 0.2677 5.1722 -1.9096
H -5.2117 1.3130 -1.7458
H -0.6075 1.0531 2.3535
H -1.8179 -0.5867 -6.8063
H -0.9315 -0.6501 4.5827
H -0.5466 -0.1903 -1.0389
H 2.5067 -1.1381 4.3187
H 0.9759 2.2254 -4.3470
H -2.5785 -0.1533 1.5789
H 1.1347 4.4251 1.4946
H -1.8157 -2.9422 3.3192
H 3.0297 0.0449 5.1053
H 4.1372 1.5797 -2.3855
H 1.7481 2.6534 0.4197
H 1.0629 -5.3152 -1.3557
H 2.8032 1.7315 -0.1538
H 2.7795 -3.5578 1.8139
H 1.3094 -3.1021 3.5600
H -4.8252 0.7006 -3.0752
H -0.7115 -4.7770 1.3192
H 0.7839 1.3746 1.8509
H 2.0325 -1.9631 -4.2233
H -1.4708 -5.7111 2.2372
H 3.4651 1.3052 -4.4197
H -2.3433 -0.5521 -3.0652
H 5.3408 1.2326 -0.4699
H 2.0284 -2.5429 0.9786
H -2.6851 1.0772 3.0751
H 2.9775 -2.9665 -3.5972
H 3.5481 -0.8794 1.3045
H -0.8695 1.4642 -2.7950
H -0.1783 -4.5063 -1.0445
H 0.1075 3.4470 -4.1333
H -0.4324 -1.8321 5.3863
H 3.3517 1.7248 3.8016
H -4.5528 -0.7093 0.4063
H -3.8833 2.6253 -0.2282
H 3.3458 -0.0046 -3.6699
H 3.9001 -2.2925 -0.9266
H -2.8104 1.2922 -5.2109
H -4.1348 1.0585 -5.9061
H -2.9491 4.2779 -1.8445
*
```

Energy relative to the best compared isomer or geometry (same formula, charge and spin) (eV): 4.195
Lowest unoccupied orbital energy (eV): -1.13
Gap between HOMO and LUMO (eV): 8.91
Electronic energy (hartree): -2522.54671
Highest occupied orbital energy (eV): -10.038



Question: What is the lowest unoccupied orbital energy in the first record?
Answer: -0.49 eV



Question: Among the records above, which one has the lowest energy relative to the best compared isomer or geometry (same formula, charge and spin)?
Answer: number 3



Question: Which value of lowest unoccupied orbital energy does entry 1 give?
Answer: -0.49 eV